The following is a quantum chemistry calculation of a 2-piece molecular cluster, C18H29BrF3N3O3P overall, from OMol25.

Geometry as ORCA input:
```
! wB97M-V def2-TZVPD RIJCOSX def2/J DEFGRID3
* xyz 1 1
Br 2.0758 2.1054 0.7240
P 2.8426 0.4177 -0.3576
F -4.7465 2.4834 1.4557
F -6.3671 3.5546 0.4922
F -6.3576 3.3076 2.6422
O -7.3678 0.8582 2.2843
O 0.6534 -1.7045 -2.4644
O -6.7374 0.9493 0.1145
N 2.7554 -3.3722 1.0241
N 3.4329 -2.6594 -1.1655
N 4.7985 -2.3656 0.7116
C 1.8460 0.2227 -1.8617
C -2.5418 0.0474 0.9389
C 5.2747 1.1799 1.6185
C -0.4589 -0.4126 -0.8297
C 4.5163 0.8115 -0.9301
C -7.4180 -0.2964 -0.1751
C 3.4343 -2.3570 0.2542
C -1.8760 1.1198 0.3624
C 0.6389 -0.7108 -1.7709
C -2.1786 -1.2565 0.6207
C -0.8242 0.8944 -0.5095
C -6.8328 1.3858 1.3579
C -1.1491 -1.4889 -0.2715
C 4.3911 2.0026 -1.9249
C -8.8974 -0.0778 -0.3917
C -6.0737 2.7255 1.4908
C 2.6472 -1.0406 0.6571
C 5.6311 1.0193 0.1429
H 4.8382 -2.3720 1.7217
H 1.8082 -3.5247 0.7033
H 4.8284 2.1484 1.8297
H 4.6263 0.3920 1.9940
H -0.8877 -2.5013 -0.5488
H 1.5612 1.2107 -2.2256
H 2.5211 -2.9310 -1.5062
H -9.3657 -1.0176 -0.6812
H -2.7080 -2.0884 1.0638
H 3.8349 -1.9680 -1.7792
H -7.2261 -0.9967 0.6369
H 4.5133 1.6633 -2.9497
H 6.3283 0.1869 0.0489
H -2.1742 2.1347 0.5808
H 3.4433 2.5339 -1.8622
H 2.8873 -0.8031 1.6912
H -0.3121 1.7324 -0.9669
H 6.1932 1.9007 -0.1571
H 5.3801 -1.6327 0.3386
H 4.8052 -0.0638 -1.5144
H 5.1677 2.7316 -1.7187
H -9.3802 0.2801 0.5163
H 2.5116 -0.2270 -2.5982
H 1.5756 -1.2545 0.6456
H 6.1928 1.1283 2.2020
H -9.0628 0.6508 -1.1849
H -3.3535 0.2432 1.6251
H 3.2753 -4.2381 0.9333
H -6.9330 -0.6608 -1.0773
*
```

Results
Gap between HOMO and LUMO: 9.468 eV
E_HOMO: -0.4658 Ha
Energy relative to the best compared isomer or geometry (same formula, charge and spin): 0.0 kcal per mole

The computed Löwdin charges, all in e, follow: 0.663 0.653 0.139 0.179 0.189 0.178 0.110 0.028 0.094 0.111 0.109 -0.213 -0.046 -0.119 -0.196 -0.450 -0.190 -0.707 -0.054 -0.402 -0.046 -0.072 -0.413 -0.018 -0.085 -0.055 -0.550 -0.232 -0.229 0.096 0.083 0.053 0.044 0.123 0.104 0.073 0.086 0.115 0.057 0.124 0.092 0.103 0.110 0.048 0.089 0.089 0.108 0.053 0.105 0.085 0.081 0.107 0.085 0.089 0.086 0.107 0.102 0.124